Record 1
{"formula": "C17H25ClHfN2S", "method": "the ωB97M-V functional and the def2-TZVPD basis", "charge": 2, "e_tot_ha": -1678.1660, "elements": ["C", "C", "C", "C", "Cl", "H", "H", "H", "H", "H", "H", "H", "H", "H", "C", "C", "C", "H", "C", "C", "H", "H", "H", "H", "C", "C", "C", "H", "C", "C", "H", "H", "H", "H", "Hf", "S", "C", "N", "C", "C", "N", "H", "H", "H", "H", "H", "H"], "coordinates": [[2.8426, 3.2544, -2.7645], [1.9970, 3.7346, -3.9654], [3.2200, 4.4359, -1.8424], [4.1044, 2.4965, -3.2369], [1.7920, 2.0392, -1.7757], [3.8414, 5.2230, -2.3096], [3.7865, 4.0522, -0.9846], [2.3009, 4.9231, -1.4935], [2.4889, 4.4613, -4.6375], [1.0898, 4.2252, -3.5874], [1.7185, 2.8706, -4.5837], [4.8244, 3.0905, -3.8296], [3.8068, 1.6447, -3.8630], [4.6529, 2.1338, -2.3568], [-2.2032, 0.0732, 0.6893], [-1.4196, 0.9030, 1.5401], [-0.9226, 2.0017, 0.7807], [-1.3277, 0.7612, 2.6101], [-1.4580, 1.9069, -0.5436], [-2.2654, 0.7149, -0.5996], [-2.9112, 0.4078, -1.4390], [-2.8326, -0.7733, 1.0007], [-0.3878, 2.8539, 1.1856], [-1.4058, 2.6519, -1.3442], [1.0275, -2.0615, 0.4278], [0.2721, -1.4221, 1.4673], [1.0179, -0.2271, 1.8374], [-0.5665, -1.8676, 2.0027], [2.1239, -0.0818, 0.9376], [2.1454, -1.2361, 0.0876], [2.9016, -1.4867, -0.6436], [0.8627, -3.0836, 0.0947], [0.8371, 0.3926, 2.7195], [2.9066, 0.6622, 1.0439], [-0.0310, -0.0637, -0.2512], [-0.6903, -1.5409, -1.9509], [-1.8568, -2.6635, -1.1814], [-3.1758, -2.4782, -1.1344], [-3.8618, -3.5902, -0.4956], [-2.7280, -4.5224, -0.1092], [-1.5500, -3.8220, -0.5920], [-3.6360, -1.6881, -1.5626], [-4.5649, -4.0563, -1.1860], [-4.4049, -3.2290, 0.3846], [-2.8145, -5.4984, -0.5898], [-2.6606, -4.6532, 0.9718], [-0.6115, -4.1951, -0.5677]], "nbo_charge": [0.154, -0.656, -0.655, -0.656, -0.110, 0.262, 0.223, 0.223, 0.260, 0.221, 0.225, 0.260, 0.224, 0.222, -0.416, -0.248, -0.336, 0.270, -0.320, -0.323, 0.265, 0.273, 0.288, 0.293, -0.285, -0.485, -0.308, 0.285, -0.297, -0.304, 0.286, 0.250, 0.282, 0.291, 1.790, -0.160, 0.440, -0.547, -0.235, -0.235, -0.546, 0.444, 0.245, 0.230, 0.245, 0.231, 0.441]}

---

Record 2
{"formula": "C19H21ClN2O3S", "method": "the ωB97M-V functional and the def2-TZVPD basis", "e_tot_ha": -1930.2396, "elements": ["C", "H", "H", "H", "S", "O", "O", "C", "C", "C", "C", "C", "C", "H", "H", "C", "O", "N", "C", "C", "C", "C", "C", "C", "H", "H", "N", "C", "H", "C", "C", "C", "C", "H", "H", "H", "H", "H", "H", "H", "H", "H", "H", "H", "H", "Cl", "H"], "coordinates": [[-0.1061, 5.3208, 1.6784], [0.0627, 5.7652, 2.6514], [0.3834, 5.8984, 0.9056], [-1.1655, 5.2171, 1.4849], [0.6294, 3.6610, 1.6851], [-0.0708, 2.8525, 2.6461], [2.0531, 3.7922, 1.8192], [0.2525, 3.0412, 0.0403], [1.1360, 3.2899, -0.9888], [0.8474, 2.7930, -2.2527], [-0.3081, 2.0441, -2.4691], [-1.1912, 1.8287, -1.4160], [-0.9136, 2.3271, -0.1563], [-1.5666, 2.1495, 0.6830], [-2.0905, 1.2574, -1.5892], [-0.6350, 1.4851, -3.8294], [-0.8649, 2.1849, -4.7916], [-0.7080, 0.1350, -3.8706], [-0.4331, -0.7487, -2.8048], [0.7281, -0.6325, -2.0518], [0.9428, -1.4406, -0.9556], [0.0133, -2.4179, -0.5727], [-1.1145, -2.5731, -1.3947], [-1.3365, -1.7546, -2.4795], [-2.2226, -1.8924, -3.0825], [-1.8290, -3.3547, -1.1905], [0.2134, -3.2560, 0.5041], [-0.9000, -3.6268, 1.3553], [-1.8140, -3.7190, 0.7723], [-1.0954, -2.5923, 2.4702], [0.1802, -2.4618, 3.2988], [1.3607, -2.1405, 2.3852], [1.4383, -3.1922, 1.2747], [2.2835, -3.0148, 0.6098], [1.5793, -4.1800, 1.7290], [2.2914, -2.1330, 2.9539], [1.2199, -1.1505, 1.9468], [0.0617, -1.6773, 4.0476], [0.3702, -3.4029, 3.8216], [-1.9316, -2.8909, 3.1042], [-1.3355, -1.6273, 2.0175], [-0.6768, -4.6049, 1.7951], [1.8476, -1.2872, -0.3921], [1.4710, 0.1024, -2.3196], [-1.0559, -0.2613, -4.7348], [1.9535, 3.0533, -3.5446], [2.0457, 3.8344, -0.7931]], "nbo_charge": [-0.857, 0.254, 0.241, 0.240, 2.175, -0.943, -0.939, -0.317, -0.212, -0.015, -0.147, -0.121, -0.202, 0.245, 0.225, 0.664, -0.582, -0.606, 0.083, -0.215, -0.227, 0.175, -0.244, -0.211, 0.214, 0.213, -0.429, -0.204, 0.206, -0.414, -0.398, -0.418, -0.212, 0.209, 0.195, 0.213, 0.206, 0.216, 0.191, 0.210, 0.202, 0.192, 0.212, 0.221, 0.413, 0.044, 0.256]}

---

Record 3
{"formula": "C59H135Cl8N17O17", "method": "the ωB97M-V functional and the def2-TZVPD basis", "e_tot_ha": -8220.8370, "elements": ["C", "C", "O", "N", "C", "H", "H", "H", "H", "H", "H", "H", "C", "C", "O", "N", "C", "H", "H", "H", "H", "H", "H", "H", "C", "C", "O", "N", "C", "H", "H", "H", "H", "H", "H", "H", "C", "C", "O", "N", "C", "H", "H", "H", "H", "H", "H", "H", "C", "C", "O", "N", "C", "H", "H", "H", "H", "H", "H", "H", "C", "C", "O", "N", "C", "H", "H", "H", "H", "H", "H", "H", "C", "C", "O", "N", "C", "H", "H", "H", "H", "H", "H", "H", "C", "C", "O", "N", "C", "H", "H", "H", "H", "H", "H", "H", "C", "C", "O", "N", "C", "H", "H", "H", "H", "H", "H", "H", "C", "C", "O", "N", "C", "H", "H", "H", "H", "H", "H", "H", "C", "C", "O", "N", "C", "H", "H", "H", "H", "H", "H", "H", "C", "C", "O", "N", "C", "H", "H", "H", "H", "H", "H", "H", "C", "C", "O", "N", "C", "H", "H", "H", "H", "H", "H", "H", "C", "C", "O", "N", "C", "H", "H", "H", "H", "H", "H", "H", "C", "C", "O", "N", "C", "H", "H", "H", "H", "H", "H", "H", "C", "C", "O", "N", "C", "H", "H", "H", "H", "H", "H", "H", "C", "C", "O", "N", "C", "H", "H", "H", "H", "H", "H", "H", "Cl", "C", "C", "Cl", "H", "H", "H", "H", "Cl", "C", "C", "Cl", "H", "H", "H", "H", "Cl", "C", "C", "Cl", "H", "H", "H", "H", "Cl", "C", "C", "Cl", "H", "H", "H", "H"], "coordinates": [[-3.2238, 0.1269, 2.3240], [-4.3151, 0.5876, 3.1905], [-4.1564, 0.7705, 4.4019], [-5.4318, 0.9246, 2.5122], [-6.5983, 1.4186, 3.1737], [-3.4614, 0.1054, 1.2193], [-2.9928, -0.8808, 2.6106], [-2.3831, 0.8497, 2.4693], [-5.4257, 1.1069, 1.5643], [-7.4509, 0.7592, 2.9999], [-6.8507, 2.3811, 2.7627], [-6.4609, 1.4868, 4.2625], [5.1223, 0.2905, -1.7010], [4.3030, 1.5325, -1.9388], [3.7401, 1.7109, -3.0075], [4.2635, 2.4853, -0.9856], [3.5167, 3.7935, -1.1254], [5.9303, 0.5099, -2.4724], [4.5835, -0.6289, -1.8111], [5.4214, 0.2495, -0.6911], [4.7809, 2.3082, -0.0742], [2.6532, 3.7540, -0.5228], [3.0443, 3.8234, -2.1268], [4.2687, 4.5589, -0.8942], [-5.1931, 6.2090, 1.1402], [-6.0759, 5.0288, 0.8909], [-6.7780, 4.4629, 1.7474], [-6.0858, 4.6284, -0.4037], [-7.0308, 3.6466, -0.9204], [-5.8384, 7.0694, 1.3191], [-4.6103, 6.3728, 0.2482], [-4.6396, 5.9952, 2.0337], [-5.4091, 5.0528, -1.0425], [-7.9626, 4.1528, -1.1970], [-7.2484, 2.8093, -0.2278], [-6.5135, 3.0581, -1.6821], [-3.6198, -3.2951, 1.1672], [-4.4097, -3.0984, 2.4147], [-5.5969, -2.9724, 2.3717], [-3.6333, -3.0007, 3.5101], [-4.2723, -2.8118, 4.7840], [-4.0065, -4.0708, 0.5924], [-2.5916, -3.5256, 1.4106], [-3.6489, -2.3142, 0.5481], [-2.6274, -2.7987, 3.4290], [-3.8002, -3.3695, 5.6302], [-5.3283, -3.0664, 4.6297], [-4.3673, -1.7034, 5.0825], [-1.7733, 8.1544, 0.4179], [-0.6636, 7.0798, 0.4546], [0.4135, 7.2651, 1.0515], [-0.9961, 5.9179, -0.1052], [0.0610, 4.8515, -0.2794], [-2.4361, 7.9585, -0.4735], [-1.4078, 9.1831, 0.4469], [-2.3878, 7.9371, 1.3450], [-1.9094, 5.7509, -0.5009], [0.9513, 5.2267, 0.2111], [0.2924, 4.7069, -1.3637], [-0.2648, 3.8561, 0.0168], [-6.5656, 0.0606, -2.4522], [-6.0732, -0.2476, -1.0005], [-5.3365, 0.5379, -0.4431], [-6.4548, -1.4061, -0.3671], [-7.4157, -2.3840, -0.7155], [-6.2109, -0.6825, -3.1180], [-6.1053, 1.0564, -2.6703], [-7.6792, 0.1799, -2.6345], [-6.0763, -1.4944, 0.5456], [-8.4213, -2.1938, -0.2370], [-7.0824, -3.3846, -0.5697], [-7.7175, -2.1706, -1.7512], [1.4436, -5.4597, -4.2135], [0.6509, -4.7651, -5.3352], [-0.5607, -4.6538, -5.1657], [1.2239, -4.3943, -6.4889], [0.4478, -3.6395, -7.4932], [2.4454, -5.0377, -4.0504], [1.4563, -6.5298, -4.5297], [0.7936, -5.3975, -3.3633], [2.2435, -4.3081, -6.4291], [-0.5376, -4.1287, -7.3301], [0.8433, -3.8372, -8.4585], [0.3881, -2.6026, -7.1889], [-0.8997, 0.1660, -6.8042], [-1.0084, 0.9847, -5.5908], [-2.0725, 1.3051, -5.1281], [0.1272, 1.4081, -5.0315], [-0.0209, 1.8778, -3.6393], [0.0128, -0.5126, -6.8807], [-0.9449, 0.8250, -7.7007], [-1.8354, -0.4302, -6.7650], [1.0184, 1.0263, -5.2181], [0.9443, 1.6305, -3.1395], [-0.8228, 1.3437, -3.1088], [-0.1242, 2.9656, -3.5155], [3.9874, -0.7125, 2.5849], [4.3677, 0.7421, 2.7952], [4.8837, 1.4385, 1.9306], [4.0883, 1.2311, 4.0090], [4.6436, 2.5615, 4.4095], [4.1137, -0.9368, 1.5461], [2.9173, -0.8438, 2.9491], [4.6420, -1.2947, 3.2554], [3.6085, 0.6480, 4.6734], [5.1760, 2.9444, 3.5718], [5.2613, 2.3928, 5.2570], [3.9012, 3.3537, 4.5420], [0.9863, -2.9218, 4.4734], [0.0626, -1.7368, 4.2788], [-0.8143, -1.8045, 3.4204], [0.1828, -0.7072, 5.1292], [-0.7256, 0.4567, 5.1051], [1.2038, -3.4686, 3.5436], [0.4151, -3.6634, 5.0416], [1.9455, -2.7619, 4.9921], [1.0149, -0.5753, 5.6173], [-1.6109, 0.2079, 4.5022], [-0.1747, 1.3504, 4.7524], [-1.0211, 0.5715, 6.1458], [5.3167, -5.4512, -6.1490], [5.4192, -5.1597, -4.6526], [6.1151, -5.8615, -3.9218], [4.7221, -4.0780, -4.2041], [4.6685, -3.6604, -2.8330], [5.9166, -4.8127, -6.8015], [4.2807, -5.2890, -6.4958], [5.5928, -6.4867, -6.2268], [4.2108, -3.5574, -4.9010], [3.6121, -3.5339, -2.5859], [5.2471, -2.7811, -2.5319], [5.1014, -4.5039, -2.2932], [0.5897, 6.3896, 5.2868], [1.5677, 5.5198, 4.5519], [2.2579, 4.7107, 5.1180], [1.7686, 5.8673, 3.2540], [2.7640, 5.2993, 2.2889], [-0.0323, 7.0739, 4.6566], [1.2887, 6.9135, 5.9026], [0.0917, 5.7205, 5.9860], [1.1693, 6.4421, 2.7724], [2.6227, 4.1840, 2.2408], [3.8067, 5.4181, 2.6230], [2.6073, 5.7828, 1.3624], [5.5836, -0.6102, 6.2935], [4.1952, -1.1087, 6.6402], [3.2595, -0.9372, 5.8663], [4.0978, -1.7684, 7.8094], [2.8644, -2.2921, 8.3054], [6.1921, -0.4660, 7.2017], [5.5930, 0.3220, 5.7820], [6.0303, -1.3504, 5.6194], [4.8473, -1.5198, 8.4772], [3.0025, -3.1706, 8.9331], [2.2762, -2.4635, 7.4137], [2.4088, -1.4820, 8.8175], [-2.7742, 2.5052, -0.8591], [-2.9985, 3.6020, -1.8332], [-3.1624, 4.8026, -1.5814], [-2.8315, 3.2739, -3.1466], [-3.0843, 4.2739, -4.2315], [-2.7996, 2.8497, 0.1657], [-1.8578, 2.0500, -1.2743], [-3.5922, 1.7271, -0.8803], [-2.6046, 2.3470, -3.3605], [-3.1926, 3.7271, -5.1453], [-2.2914, 5.0532, -4.1773], [-3.9631, 4.8374, -3.9371], [4.4710, -0.0455, -5.6435], [3.3153, -0.8754, -5.2892], [2.9370, -1.8368, -6.0113], [2.7112, -0.6015, -4.1404], [1.5603, -1.2646, -3.6390], [5.1788, -0.1937, -4.8762], [4.3425, 0.9988, -5.8721], [4.8864, -0.4492, -6.5757], [3.0839, 0.1397, -3.5505], [0.8081, -1.4569, -4.3838], [1.1207, -0.6701, -2.8616], [1.7674, -2.2591, -3.2339], [4.9542, -6.6267, -0.3434], [4.4339, -5.2997, 0.2507], [5.1227, -4.5819, 0.9026], [3.1564, -4.9703, -0.1550], [2.6583, -3.6202, 0.1500], [5.8730, -6.8818, 0.1617], [5.2156, -6.4694, -1.4097], [4.1875, -7.4246, -0.1427], [2.5086, -5.6039, -0.6139], [2.2289, -3.5043, 1.1520], [1.9205, -3.4424, -0.5954], [3.5397, -2.8934, 0.0114], [1.2744, 1.4773, 1.6353], [0.8934, 0.4459, 0.6012], [1.4322, 0.2673, -0.4961], [-0.1027, -0.3241, 0.9734], [-0.7946, -1.2505, 0.1387], [0.4809, 1.5413, 2.4071], [1.2746, 2.4906, 1.0733], [2.2740, 1.4162, 2.0713], [-0.4024, -0.3318, 1.9390], [-0.4985, -1.2546, -0.8651], [-1.8479, -0.9710, 0.1808], [-0.7923, -2.2923, 0.5591], [-1.9665, 4.4522, 3.1602], [-3.1341, 3.7174, 4.2780], [-4.4314, 4.4666, 4.2347], [-4.1899, 6.1591, 4.7692], [-2.6521, 3.8010, 5.2644], [-3.1997, 2.6920, 4.0439], [-5.0656, 4.0402, 4.9937], [-5.0071, 4.4914, 3.3581], [-3.1721, -2.5155, -3.0528], [-3.3739, -2.5262, -4.8107], [-4.7928, -2.4184, -5.3036], [-5.9631, -3.6465, -4.6058], [-2.8310, -3.3785, -5.1895], [-2.9184, -1.6075, -5.2140], [-4.9364, -2.5241, -6.4004], [-5.3224, -1.4640, -5.0823], [7.6692, -2.6079, -0.6669], [7.2077, -2.3837, 1.1003], [7.6313, -0.9830, 1.5511], [7.8485, -0.9048, 3.3127], [7.8925, -3.1238, 1.5507], [6.2026, -2.6755, 1.2284], [6.9146, -0.2661, 1.1750], [8.5623, -0.7036, 1.0972], [-0.3916, -5.4830, -0.2770], [-2.0516, -5.5141, -0.9209], [-2.1855, -5.9700, -2.3572], [-2.7025, -7.7007, -2.4708], [-2.3646, -4.4592, -0.9924], [-2.7937, -6.0379, -0.3362], [-1.2106, -5.9120, -2.8531], [-2.9457, -5.2938, -2.8195]], "mulliken_charge": [3.835, -0.549, -0.760, 0.453, -1.144, -0.809, -0.996, -0.382, -0.191, 0.340, 0.251, 0.340, 0.740, 0.479, -0.804, -0.020, -0.685, 0.221, -0.268, -0.493, 0.090, -0.027, 0.274, 0.389, -0.232, 0.699, -0.739, -0.059, -0.835, 0.268, 0.174, -0.227, 0.109, 0.407, 0.211, 0.186, -0.217, 0.317, -0.672, 0.011, -0.831, 0.719, 0.214, -0.278, -0.064, 0.316, 0.378, 0.113, -0.924, 0.700, -0.771, 0.365, -0.159, 0.200, 0.409, 0.109, 0.071, -0.177, 0.282, -0.028, -1.091, 0.687, -0.375, 0.282, -1.091, 0.182, 0.078, 0.329, -0.137, 0.307, 0.270, 0.396, 0.092, 0.652, -0.578, -0.056, -0.638, -0.340, 0.486, -0.383, 0.070, 0.339, 0.375, -0.078, -0.603, 0.464, -0.585, 0.015, 0.132, -0.149, 0.364, 0.284, 0.235, -0.449, -0.202, 0.392, 0.239, 0.311, -0.896, 0.459, -0.810, -0.045, -0.407, 0.355, -0.077, 0.353, 0.355, 0.083, -1.014, 0.766, -0.401, 0.147, -0.695, 0.044, 0.446, 0.005, 0.186, -0.088, 0.218, 0.508, -1.067, 0.705, -0.636, 0.288, 0.270, 0.291, 0.186, 0.380, -0.049, -0.203, -0.093, -0.054, -1.185, 0.775, -0.670, 0.003, -0.620, 0.183, 0.401, 0.293, 0.305, -0.308, 0.407, 0.461, -0.824, 0.494, -0.632, -0.234, -0.695, 0.456, 0.019, 0.138, 0.274, 0.297, 0.132, 0.344, 0.477, 0.458, -0.942, 0.425, -1.249, 0.214, -0.307, -0.156, -0.003, 0.380, 0.306, 0.340, -1.352, 0.543, -0.620, 1.477, 0.103, 0.176, 0.312, 0.452, -0.461, 0.170, -0.247, -0.412, -1.001, 0.382, -0.512, 0.289, -0.405, 0.333, 0.173, 0.333, 0.225, 0.271, 0.156, -0.162, 1.938, 0.681, -0.634, 1.344, -0.142, 0.156, -0.915, -1.099, -1.079, 0.058, -0.630, 0.084, 0.211, 0.475, -0.018, -0.205, 0.324, -0.826, 0.508, -0.401, 0.238, -0.009, -0.569, -0.222, 0.365, -0.437, 0.477, 0.209, -0.219, -0.199, 0.173, -0.203, 0.441, -0.041, -0.382, 0.514, -0.170, 0.544, 0.849, -0.225, -0.856, 0.512, -0.632, -0.029]}

---

Record 4
{"formula": "H14O7Tl", "method": "the ωB97M-V functional and the def2-TZVPD basis", "charge": 3, "e_tot_ha": -706.2336, "elements": ["Tl", "O", "H", "H", "O", "H", "H", "O", "H", "H", "O", "H", "H", "O", "H", "H", "O", "H", "H", "O", "H", "H"], "coordinates": [[0.1163, -0.3183, -0.4618], [1.2128, -1.0172, 2.0173], [1.6138, -1.8106, 2.4220], [1.3380, -0.2977, 2.6567], [-1.4544, 1.9380, -0.2645], [-2.3848, 2.0089, 0.0357], [-1.2830, 2.7478, -0.7874], [2.8820, -0.4982, -0.2239], [3.6507, 0.1043, -0.2058], [3.2008, -1.3514, 0.1188], [-0.6506, -2.4531, -1.9673], [-0.1846, -3.3129, -2.0287], [-1.2472, -2.4273, -2.7354], [-1.5037, -0.2272, 1.7944], [-2.3327, -0.6950, 2.0145], [-1.3271, 0.3541, 2.5489], [0.8336, 1.7536, 1.2632], [0.1302, 2.0523, 1.8627], [1.5282, 2.4418, 1.3122], [-1.4083, 0.3476, -2.7245], [-1.5954, -0.4088, -3.3118], [-1.1350, 1.0692, -3.3351]], "nbo_charge": [1.927, -0.929, 0.537, 0.525, -0.904, 0.541, 0.531, -0.927, 0.548, 0.528, -0.925, 0.552, 0.531, -0.942, 0.544, 0.518, -0.928, 0.516, 0.543, -0.845, 0.517, 0.541]}

---

| no. | gap between HOMO and LUMO (eV) |
| --- | --- |
| 1 | 7.5 |
| 2 | 7.8 |
| 3 | 9.4 |
| 4 | 5.0 |